Record 1
Below is a 2-piece molecular cluster, C4H8NO3 overall at a distorted geometry, with properties calculated with ωB97M-V/def2-TZVPD.

Values from the calculation:
* HOMO-LUMO gap: 8.0 eV
* largest force on an atom: 2.61 eV Å⁻¹
* charge: -1
* energy relative to the best compared isomer or geometry (same formula, charge and spin): 71.5 kJ/mol

Structure (XYZ):
```
16
C4H8NO3 | OMol25 | ωB97M-V/def2-TZVPD
O -1.03 2.29 2.13
C -1.54 -0.05 2.36
C 1.06 -1.33 -2.11
H 2.84 -0.24 -2.76
H -2.30 -0.71 1.95
C 2.09 -0.25 -1.97
H -0.76 -0.80 2.53
H 1.56 0.66 -1.70
C -1.24 1.22 1.59
H -0.89 0.06 -0.10
H -1.76 0.21 3.40
O 1.33 -2.32 -2.80
N -1.04 1.01 0.25
H 2.68 -0.52 -1.08
O 0.00 -1.11 -1.43
H -0.99 1.88 -0.26
```

Record 2
Below is a 2-piece molecular cluster, C4H8NO3 overall at a distorted geometry, with properties calculated with ωB97M-V/def2-TZVPD.

Values from the calculation:
* HOMO-LUMO gap: 8.9 eV
* largest force on an atom: 14.49 eV Å⁻¹
* charge: -1
* energy relative to the best compared isomer or geometry (same formula, charge and spin): 199.6 kJ/mol

Structure (XYZ):
```
16
C4H8NO3 | OMol25 | ωB97M-V/def2-TZVPD
C -0.61 -0.35 -2.04
C 1.25 1.30 2.82
H -0.41 -0.62 -0.05
H 0.88 2.27 2.64
H 1.04 0.95 3.80
H -2.89 0.11 -2.00
N -0.33 -1.22 -1.00
C -1.87 0.55 -1.78
C 0.79 0.17 1.87
H -1.81 1.37 -2.48
O 1.00 -1.00 2.13
O 0.03 0.51 0.95
H -1.70 0.74 -0.71
H 0.36 -1.71 -1.08
O -0.12 -0.28 -3.20
H 2.27 1.65 2.65
```

Record 3
Below is a 2-piece molecular cluster, C4H8NO3 overall at a distorted geometry, with properties calculated with ωB97M-V/def2-TZVPD.

Values from the calculation:
* HOMO-LUMO gap: 8.1 eV
* largest force on an atom: 2.36 eV Å⁻¹
* charge: -1
* energy relative to the best compared isomer or geometry (same formula, charge and spin): 136.6 kJ/mol

Structure (XYZ):
```
16
C4H8NO3 | OMol25 | ωB97M-V/def2-TZVPD
H 1.76 0.74 1.45
O 0.21 -0.81 -1.06
O 0.10 0.89 -2.60
C 0.08 -0.28 -2.19
N -0.82 -0.59 2.59
H 0.03 -1.01 -4.25
H 0.52 1.63 0.60
H 0.50 -0.16 0.29
H -1.30 -1.09 1.86
H 0.54 -2.21 -3.06
C -0.08 0.57 2.34
C -0.16 -1.40 -3.28
H -1.15 -1.89 -3.26
C 0.74 0.67 1.11
O -0.05 1.34 3.31
H -0.92 -0.88 3.54
```

Record 4
Below is a 2-piece molecular cluster, C4H8NO3 overall at a distorted geometry, with properties calculated with ωB97M-V/def2-TZVPD.

Values from the calculation:
* HOMO-LUMO gap: 8.8 eV
* largest force on an atom: 1.04 eV Å⁻¹
* charge: -1
* energy relative to the best compared isomer or geometry (same formula, charge and spin): 3.5 kJ/mol

Structure (XYZ):
```
16
C4H8NO3 | OMol25 | ωB97M-V/def2-TZVPD
O 0.91 -0.57 3.36
H -1.15 0.97 1.49
H -0.20 -0.15 -4.09
H -1.55 0.12 2.99
H -1.44 -0.74 1.42
H -1.58 0.94 -3.62
N 1.20 -0.03 1.18
C -0.54 0.68 -3.46
C 0.46 -0.21 2.28
C -1.02 0.05 2.05
H 0.17 1.48 -3.66
H 0.83 0.24 0.24
O 0.74 0.53 -1.44
O -1.28 -0.44 -1.51
H 2.17 -0.27 1.25
C -0.35 0.21 -2.00
```

Record 5
Below is a 2-piece molecular cluster, C4H8NO3 overall, with properties calculated with ωB97M-V/def2-TZVPD.

Values from the calculation:
* HOMO-LUMO gap: 7.5 eV
* largest force on an atom: 0.99 eV Å⁻¹
* charge: -1
* energy relative to the best compared isomer or geometry (same formula, charge and spin): 70.4 kJ/mol

Structure (XYZ):
```
16
C4H8NO3 | OMol25 | ωB97M-V/def2-TZVPD
C -2.14 0.76 0.42
N 2.64 -0.28 -1.44
H -0.63 1.29 1.90
H -0.24 -1.53 -0.39
H -1.80 0.03 2.44
C 0.39 -0.71 -0.70
O -1.87 1.69 -0.37
C -1.67 0.95 1.88
H 2.29 0.62 -1.75
H 0.46 -0.04 0.17
H 0.03 -0.08 -1.51
H 3.61 -0.51 -1.57
O -2.73 -0.32 0.18
C 1.78 -1.22 -0.94
H -2.30 1.70 2.36
O 2.17 -2.35 -0.70
```

Record 6
Below is a 2-piece molecular cluster, C4H8NO3 overall at a distorted geometry, with properties calculated with ωB97M-V/def2-TZVPD.

Values from the calculation:
* HOMO-LUMO gap: 5.9 eV
* largest force on an atom: 4.82 eV Å⁻¹
* charge: -1
* energy relative to the best compared isomer or geometry (same formula, charge and spin): 482.4 kJ/mol

Structure (XYZ):
```
16
C4H8NO3 | OMol25 | ωB97M-V/def2-TZVPD
H 0.77 0.92 2.12
C -0.03 -0.78 -0.01
C 0.74 0.54 -0.04
H 1.49 0.37 -0.89
C 1.53 0.80 1.28
H -2.63 -0.55 -2.96
H 0.02 1.43 0.03
O 2.60 -0.19 1.40
O -1.83 -0.08 -2.73
C -2.12 0.48 -1.42
N -0.65 -1.41 0.88
O -3.23 0.21 -1.02
H -0.97 -1.06 1.80
H 2.12 1.74 1.20
H 2.21 -0.98 1.25
H -0.02 -1.44 -0.90
```

Record 7
Below is a 2-piece molecular cluster, C4H8NO3 overall at a distorted geometry, with properties calculated with ωB97M-V/def2-TZVPD.

Values from the calculation:
* multiplicity: 2
* HOMO-LUMO gap (spin up / spin down): 10.3 / 5.9 eV
* largest force on an atom: 6.03 eV Å⁻¹
* energy relative to the best compared isomer or geometry (same formula, charge and spin): 154.8 kJ/mol

Structure (XYZ):
```
16
C4H8NO3 | OMol25 | ωB97M-V/def2-TZVPD
H -1.21 0.31 2.45
H -1.67 1.16 -2.28
H -0.25 0.18 -2.93
C -0.82 0.58 -1.99
H 1.37 -0.79 -0.20
C -0.06 1.48 -1.16
H -1.15 0.20 0.86
C 1.12 -1.32 0.73
H 0.43 -2.00 0.16
H 2.09 -1.74 1.18
O 1.12 1.29 -1.19
O -0.64 2.39 -0.55
C 0.45 -0.60 1.81
N -0.84 -0.26 1.78
H -1.00 -0.36 -1.48
O 1.07 -0.52 2.82
```

Record 8
Below is a 2-piece molecular cluster, C4H8NO3 overall at a distorted geometry, with properties calculated with ωB97M-V/def2-TZVPD.

Values from the calculation:
* multiplicity: 2
* HOMO-LUMO gap (spin up / spin down): 9.8 / 5.5 eV
* largest force on an atom: 2.42 eV Å⁻¹
* energy relative to the best compared isomer or geometry (same formula, charge and spin): 49.8 kJ/mol

Structure (XYZ):
```
16
C4H8NO3 | OMol25 | ωB97M-V/def2-TZVPD
H 2.02 -1.99 0.51
N 1.65 -1.06 0.46
C -3.35 -0.56 -0.61
H 0.33 1.00 -0.44
H -3.59 0.21 -1.35
C 2.24 0.12 0.09
C -2.07 -0.11 0.02
C 1.36 1.26 -0.18
O 3.45 0.19 -0.07
H -3.15 -1.42 -1.24
H 1.71 1.87 -1.02
H 1.24 2.07 0.53
H 0.65 -1.18 0.34
O -1.30 -0.88 0.60
H -4.19 -0.60 0.07
O -1.67 1.08 -0.09
```

Record 9
Below is an isolated ion of composition C4H8NO3S and charge -1 at a distorted geometry, with properties calculated with ωB97M-V/def2-TZVPD.

Values from the calculation:
* HOMO-LUMO gap: 7.9 eV
* largest force on an atom: 6.03 eV Å⁻¹
* charge: -1
* energy relative to the best compared isomer or geometry (same formula, charge and spin): 159.9 kJ/mol

Structure (XYZ):
```
17
C4H8NO3S | OMol25 | ωB97M-V/def2-TZVPD
H 2.70 -0.16 -1.54
H -2.53 -0.16 0.49
H 2.09 -0.56 0.02
H 0.23 1.26 -0.01
O -3.60 -2.86 -0.51
C -2.57 -1.06 1.19
C -0.13 -1.57 -0.39
C 1.66 -0.16 -0.91
O 0.74 -1.03 -1.43
C 1.17 1.24 -0.68
H -1.84 -0.93 1.90
S -2.28 -2.64 0.21
H 1.87 1.83 -0.32
H -3.39 -1.28 1.83
H 0.67 1.69 -1.56
O 0.27 -1.47 0.72
N -1.22 -2.00 -0.88
```

Record 10
Below is a 2-piece molecular cluster, C4H8NO3S overall at a distorted geometry, with properties calculated with ωB97M-V/def2-TZVPD.

Values from the calculation:
* HOMO-LUMO gap (spin up / spin down): 7.7 / 7.6 eV
* largest force on an atom: 3.10 eV Å⁻¹
* charge: -1
* energy relative to the best compared isomer or geometry (same formula, charge and spin): 390.5 kJ/mol

Structure (XYZ):
```
17
C4H8NO3S | OMol25 | ωB97M-V/def2-TZVPD
O -1.64 1.40 -0.07
H -0.40 0.61 -2.52
C 1.91 -2.20 1.31
N -1.55 -0.64 0.96
H -0.99 3.10 -1.00
C -0.95 1.47 -2.39
H 2.59 -2.85 2.06
H -0.54 2.13 -3.14
C -0.79 0.33 0.67
H 0.22 1.90 -0.52
C -0.75 2.04 -0.94
O 0.39 0.61 0.81
H 1.88 -1.11 1.42
S 0.25 -2.73 1.99
H 1.88 -2.56 0.24
O 0.45 -2.78 3.43
H -1.98 1.29 -2.33
```

Record 11
Below is one molecule with the formula C4H8NOP at a distorted geometry, with properties calculated with ωB97M-V/def2-TZVPD.

Values from the calculation:
* SMILES string: C[C@@]1(P)C[C@@H]1N=O
* HOMO-LUMO gap (spin up / spin down): 8.4 / 8.4 eV
* largest force on an atom: 3.37 eV Å⁻¹
* energy relative to the best compared isomer or geometry (same formula, charge and spin): 501.2 kJ/mol

Structure (XYZ):
```
15
C4H8NOP | OMol25 | ωB97M-V/def2-TZVPD
P 1.76 0.25 -0.15
H -1.62 0.93 1.04
C 0.06 -0.32 0.02
O 0.59 2.67 -0.58
H -0.28 0.89 -1.92
N -0.27 2.34 0.26
C -0.87 1.09 0.23
H -1.73 -0.28 -1.44
C -0.85 0.30 -1.02
H -0.40 -1.11 1.95
H 1.93 -0.19 -1.47
H 2.39 -0.90 0.25
H 0.66 -2.05 1.00
H -1.14 -2.11 0.81
C -0.22 -1.50 1.01
```

Record 12
Below is one molecule with the formula C4H8NOP at a distorted geometry, with properties calculated with ωB97M-V/def2-TZVPD.

Values from the calculation:
* SMILES string: C#CCC[P@@H](N)=O
* HOMO-LUMO gap: 10.4 eV
* largest force on an atom: 3.84 eV Å⁻¹
* energy relative to the best compared isomer or geometry (same formula, charge and spin): 191.4 kJ/mol

Structure (XYZ):
```
15
C4H8NOP | OMol25 | ωB97M-V/def2-TZVPD
C -3.38 0.37 -0.56
H -0.21 -1.48 0.38
C -0.13 -0.54 -0.14
H -4.11 0.58 -1.23
C -1.07 0.46 0.56
H -1.19 0.49 1.67
H -0.68 1.58 0.27
H 3.33 -0.68 -0.83
N 2.67 -0.92 -0.06
H -0.45 -0.76 -1.18
O 1.71 1.39 -0.83
H 1.28 0.63 1.39
H 3.00 -1.70 0.51
C -2.32 0.36 -0.05
P 1.55 0.22 0.10
```

Record 13
Below is one molecule with the formula C4H8NOS at a distorted geometry, with properties calculated with ωB97M-V/def2-TZVPD.

Values from the calculation:
* multiplicity: 2
* HOMO-LUMO gap (spin up / spin down): 10.0 / 6.7 eV
* largest force on an atom: 1.76 eV Å⁻¹
* energy relative to the best compared isomer or geometry (same formula, charge and spin): 124.7 kJ/mol

Structure (XYZ):
```
15
C4H8NOS | OMol25 | ωB97M-V/def2-TZVPD
H -1.08 1.50 0.54
S 3.01 -0.10 0.26
H 1.09 -1.47 -1.10
H 0.76 1.50 -0.91
H -2.71 -0.08 0.71
C 0.40 0.61 -0.40
H -1.23 -0.73 1.29
N -1.05 0.79 -0.18
C 0.57 -0.54 -1.41
H 1.29 1.05 1.56
H -1.81 -1.27 -0.28
O 0.18 -0.53 -2.54
C -1.72 -0.40 0.36
C 1.34 0.28 0.79
H 0.97 -0.61 1.31
```

Record 14
Below is a 2-piece molecular cluster, C4H8NOS overall at a distorted geometry, with properties calculated with ωB97M-V/def2-TZVPD.

Values from the calculation:
* HOMO-LUMO gap: 7.8 eV
* largest force on an atom: 3.19 eV Å⁻¹
* charge: +1
* energy relative to the best compared isomer or geometry (same formula, charge and spin): 102.7 kJ/mol

Structure (XYZ):
```
15
C4H8NOS | OMol25 | ωB97M-V/def2-TZVPD
C -0.98 -1.63 1.42
H -1.06 0.93 1.78
N 1.05 -1.13 0.13
H 1.33 -2.12 0.01
C 0.72 2.28 -2.15
C -0.26 1.46 -1.88
H 1.33 2.24 -3.00
H 1.71 -0.45 -0.27
S 0.16 0.86 1.51
H -1.99 -1.45 1.10
O -0.96 0.61 -1.58
H -1.17 -1.47 2.47
H 0.87 3.24 -1.64
C 0.01 -0.69 0.83
H -0.77 -2.67 1.28
```

Record 15
Below is a 2-piece molecular cluster, C4H8NOS overall at a distorted geometry, with properties calculated with ωB97M-V/def2-TZVPD.

Values from the calculation:
* HOMO-LUMO gap (spin up / spin down): 8.9 / 8.9 eV
* largest force on an atom: 6.05 eV Å⁻¹
* charge: +1
* energy relative to the best compared isomer or geometry (same formula, charge and spin): 238.9 kJ/mol

Structure (XYZ):
```
15
C4H8NOS | OMol25 | ωB97M-V/def2-TZVPD
C 0.53 0.95 -0.95
H -2.07 -1.66 -1.42
O 1.17 -2.13 2.01
H 0.39 1.96 -0.67
H -0.01 0.38 1.06
H 0.10 -3.31 1.19
H 1.93 -2.56 1.75
H -0.86 -1.89 1.94
C 0.02 -2.32 1.55
H 1.35 0.88 -1.59
N -0.35 -1.24 -0.25
H 1.41 -0.36 0.39
C -1.24 -0.98 -1.12
S -0.79 0.43 -2.07
C 0.38 -0.06 0.18
```

Record 16
Below is a 2-piece molecular cluster, C4H8NS overall at a distorted geometry, with properties calculated with ωB97M-V/def2-TZVPD.

Values from the calculation:
* HOMO-LUMO gap: 6.9 eV
* largest force on an atom: 2.56 eV Å⁻¹
* charge: -1
* energy relative to the best compared isomer or geometry (same formula, charge and spin): 35.2 kJ/mol

Structure (XYZ):
```
14
C4H8NS | OMol25 | ωB97M-V/def2-TZVPD
H -1.28 -1.11 -0.23
N -0.40 0.20 -1.56
H -1.43 -3.04 -1.72
H 1.48 -0.35 -1.04
H 1.22 2.39 2.71
C 0.77 0.48 -1.04
C 0.48 1.58 2.72
H -0.71 -2.01 -3.11
C -1.02 -2.10 -2.07
H 1.07 1.51 -1.12
S 0.71 0.34 1.42
C -0.93 -1.04 -1.26
H -0.52 2.03 2.62
H 0.55 1.12 3.70
```

Record 17
Below is C4H8NS as an isolated structure at a distorted geometry, with properties calculated with ωB97M-V/def2-TZVPD.

Values from the calculation:
* HOMO-LUMO gap: 9.5 eV
* largest force on an atom: 5.56 eV Å⁻¹
* charge: +1
* energy relative to the best compared isomer or geometry (same formula, charge and spin): 155.6 kJ/mol

Structure (XYZ):
```
14
C4H8NS | OMol25 | ωB97M-V/def2-TZVPD
H 1.29 1.53 1.02
C -0.65 -1.35 0.05
H 0.85 1.52 -1.22
H 1.56 0.05 -1.71
S -1.66 0.81 -0.13
C -1.88 -0.92 -0.05
C 0.99 0.53 1.20
N 0.66 0.50 -1.25
H 0.43 0.55 2.26
C 0.03 0.16 0.10
H 1.69 -0.19 1.17
H -0.27 -2.27 0.53
H -0.13 0.52 -1.98
H -2.91 -1.44 0.02
```

Record 18
Below is an isolated ion of composition C4H8NS and charge +1 at a distorted geometry, with properties calculated with ωB97M-V/def2-TZVPD.

Values from the calculation:
* SMILES string: C=C(C=[NH2+])CS
* HOMO-LUMO gap: 7.6 eV
* largest force on an atom: 3.10 eV Å⁻¹
* charge: +1
* energy relative to the best compared isomer or geometry (same formula, charge and spin): 77.6 kJ/mol

Structure (XYZ):
```
14
C4H8NS | OMol25 | ωB97M-V/def2-TZVPD
H -1.48 -1.97 0.07
N 1.95 1.08 0.14
H -2.75 -0.11 -1.26
C 0.00 -0.44 0.04
H -0.81 1.05 1.05
H -0.87 1.47 -0.73
C -0.37 -1.72 0.23
H 2.99 1.41 0.18
S -2.86 0.25 0.02
H 1.44 1.94 0.22
C -1.03 0.68 0.04
H 0.28 -2.59 0.21
C 1.41 -0.09 0.03
H 2.10 -0.98 -0.24
```

Record 19
Below is C4H8NS as an isolated structure at a distorted geometry, with properties calculated with ωB97M-V/def2-TZVPD.

Values from the calculation:
* HOMO-LUMO gap: 9.1 eV
* largest force on an atom: 5.51 eV Å⁻¹
* charge: +1
* energy relative to the best compared isomer or geometry (same formula, charge and spin): 397.1 kJ/mol

Structure (XYZ):
```
14
C4H8NS | OMol25 | ωB97M-V/def2-TZVPD
C -0.68 1.36 1.44
S -1.50 1.92 -0.07
H -0.49 2.10 2.09
H -0.05 -2.84 -1.94
H 0.39 1.06 -1.44
H -1.14 0.48 1.84
C 0.17 -1.96 -1.37
C -0.75 -1.10 -1.24
C -0.21 0.98 -0.63
H 1.20 -1.92 -0.91
H 0.69 -0.02 0.84
N 0.51 0.92 0.68
H 1.37 1.50 0.78
H -1.70 -1.03 -1.58
```

Record 20
Below is an isolated ion of composition C4H8NS and charge +1 at a distorted geometry, with properties calculated with ωB97M-V/def2-TZVPD.

Values from the calculation:
* multiplicity: 3
* HOMO-LUMO gap (spin up / spin down): 8.7 / 5.8 eV
* largest force on an atom: 3.78 eV Å⁻¹
* charge: +1
* energy relative to the best compared isomer or geometry (same formula, charge and spin): 90.2 kJ/mol

Structure (XYZ):
```
14
C4H8NS | OMol25 | ωB97M-V/def2-TZVPD
H 1.66 1.74 0.13
H -2.06 0.42 0.36
S 3.50 -0.19 -0.04
N -0.91 -1.47 0.15
C 1.81 -0.30 0.08
H -1.70 -2.03 -0.08
C -1.26 -0.12 -0.12
H 1.45 -1.31 0.28
H -1.59 0.03 -1.27
H -0.80 1.92 -0.13
C -0.33 0.91 -0.03
H -0.76 -1.53 1.11
H 3.75 1.13 -0.25
C 1.03 0.87 0.20
```